The following is a DFT calculation (ωB97M-V/def2-TZVPD) of a cluster of 17 separate species, C40H117N3O31 in total.

Geometry as XYZ:
```
191
Properties=species:S:1:pos:R:3:mulliken_charge:R:1
C 11.11760 -6.22308 28.33131 -1.237
C 10.47772 -7.60695 28.63250 0.106
C 9.93659 -7.62037 30.00652 -0.819
O 9.40754 -8.93820 30.29489 -0.551
C 8.52076 -8.96164 31.42217 -0.152
N 9.41543 -7.85198 27.62641 1.610
H 11.99835 -5.96672 28.92402 0.495
H 10.37085 -5.45081 28.55735 0.183
H 11.33595 -6.10409 27.23415 0.101
H 11.15801 -8.42565 28.53503 0.586
H 9.10463 -6.97551 30.10864 0.288
H 10.76815 -7.38201 30.65622 0.392
H 8.94518 -8.53449 32.33859 0.344
H 8.31299 -10.05895 31.52013 0.267
H 7.55007 -8.46309 31.11098 -0.381
H 8.59881 -7.30267 27.82009 -0.719
H 9.11202 -8.81927 27.60844 -0.024
C 3.13500 -9.15522 27.97911 -0.420
C 3.53448 -7.96622 28.79528 2.409
C 2.96040 -6.70189 28.16638 -1.126
O 3.61161 -6.45528 26.85678 0.795
C 2.67115 -5.91828 25.96065 -0.846
N 3.21456 -8.07463 30.20672 -0.397
H 2.03428 -9.22165 27.94285 0.312
H 3.43366 -10.08455 28.49225 0.491
H 3.53732 -9.13093 26.95223 -0.767
H 4.57447 -7.77228 28.68881 -1.950
H 3.08111 -5.82154 28.79272 0.000
H 1.88601 -6.80853 27.97169 0.402
H 1.71697 -6.44601 25.89146 0.431
H 3.10694 -5.87222 24.96713 -0.482
H 2.39288 -4.93683 26.30463 0.414
H 3.65712 -8.94111 30.54546 0.332
H 2.20845 -8.21157 30.28199 0.334
C 4.52140 -13.09105 26.95658 -0.795
C 4.11837 -13.74497 28.28405 0.405
C 5.22473 -13.49885 29.25962 -0.553
O 4.84741 -14.19057 30.44681 -0.406
C 5.64495 -13.97147 31.59909 -0.533
N 2.90154 -13.13873 28.79693 -0.493
H 3.75251 -13.31073 26.20612 -0.018
H 5.47306 -13.46320 26.58941 0.517
H 4.73028 -12.01387 27.07156 -0.009
H 4.02307 -14.81116 28.07966 0.280
H 5.25679 -12.41556 29.37404 0.148
H 6.15924 -13.89836 28.88226 0.405
H 6.20674 -12.99075 31.49620 0.067
H 6.46074 -14.71866 31.74499 0.241
H 5.02429 -13.89093 32.43738 0.312
H 2.19859 -13.11001 28.05788 0.151
H 2.53606 -13.68578 29.56308 0.255
C 4.77927 -2.52816 21.95767 -0.565
C 4.91060 -2.18442 23.38889 0.124
O 3.92271 -2.86375 24.19583 -0.614
O 4.67997 -3.90228 21.81298 -0.217
H 5.68156 -2.22752 21.45723 0.435
H 3.89362 -2.00848 21.50009 0.233
H 4.90491 -1.15692 23.71513 0.431
H 5.89975 -2.52236 23.75074 -0.384
H 4.44403 -3.55209 24.68662 0.282
H 3.88980 -4.21465 22.28247 0.059
C 0.87006 -8.83051 25.12850 -0.206
C 1.92849 -9.51355 24.26143 1.739
O 1.47735 -9.94989 22.95603 -0.635
O 0.03816 -9.90973 25.61972 -0.526
H 0.35045 -8.08267 24.49236 0.467
H 1.44587 -8.34820 25.93000 -0.432
H 2.41600 -10.40159 24.73323 -0.293
H 2.65456 -8.76107 23.96846 -0.658
H 0.70016 -10.50967 23.07322 0.502
H -0.69779 -9.45344 26.06965 0.282
C 4.93333 -11.17544 21.44757 0.121
C 4.47981 -12.49298 21.94045 -0.854
O 3.12344 -12.53347 22.08290 -0.515
O 4.66091 -10.24103 22.49280 0.269
H 4.44337 -10.89349 20.50164 0.150
H 5.99941 -11.17544 21.19458 0.153
H 5.01690 -12.66952 22.84546 0.241
H 4.77526 -13.18744 21.13924 0.409
H 2.77506 -11.75504 22.59707 0.238
H 4.57330 -9.33068 22.10607 -0.059
C 2.48615 -6.19198 21.62836 -0.662
C 3.76590 -6.87890 22.09981 1.753
O 4.01843 -7.95870 21.14397 -0.681
O 2.25564 -5.10923 22.59905 -0.439
H 1.67526 -6.94234 21.70120 0.317
H 2.54005 -5.77618 20.61362 0.407
H 3.67590 -7.34547 23.07448 -1.518
H 4.65807 -6.25679 22.09626 0.254
H 4.37150 -7.53478 20.36235 0.135
H 1.63403 -4.50567 22.17449 0.228
C 1.42167 -13.15188 24.86314 0.510
C 0.35172 -13.22135 23.82558 -0.775
O -0.24063 -11.93821 23.58620 -0.662
O 0.86914 -12.79409 26.14674 -0.631
H 2.25220 -12.51631 24.52480 -0.553
H 1.88462 -14.14255 24.99999 0.676
H -0.37932 -13.97716 24.08654 0.357
H 0.70631 -13.42667 22.83252 0.348
H -0.56805 -11.52416 24.39809 0.292
H 0.70816 -11.83314 26.16569 0.394
C 7.57946 -5.03446 27.15717 0.845
C 6.51121 -4.02425 26.88331 -1.332
O 5.37373 -4.64744 26.27221 0.117
O 7.14522 -6.13389 27.89402 0.081
H 8.50370 -4.60591 27.53558 0.416
H 7.97189 -5.52738 26.23698 -0.666
H 6.90334 -3.16392 26.32313 0.384
H 6.27143 -3.55631 27.84920 0.299
H 4.83235 -5.15679 26.88551 -0.054
H 7.02455 -5.92859 28.84351 -0.407
C 12.25888 -8.70953 23.59639 -0.892
C 12.00323 -8.24117 24.98240 0.179
O 11.02015 -9.00386 25.61325 -0.314
O 11.15639 -8.60918 22.75315 -0.175
H 12.65342 -9.72916 23.50615 0.353
H 13.03694 -8.02379 23.26524 0.394
H 11.70480 -7.18131 25.01406 -0.112
H 12.93849 -8.26500 25.56149 0.346
H 10.40026 -8.45374 26.12192 0.049
H 10.53219 -9.29818 23.06388 0.066
C 6.18473 -8.66679 18.62593 0.691
C 6.86259 -9.14744 17.34949 -0.720
O 6.38636 -8.33510 16.26496 -0.552
O 6.03956 -7.25375 18.71951 -0.595
H 6.67645 -9.00676 19.54358 -0.353
H 5.16314 -9.12399 18.67038 0.244
H 6.69954 -10.22481 17.21783 0.405
H 7.95298 -8.96808 17.42544 0.219
H 5.66543 -8.81615 15.86844 0.309
H 5.88974 -6.97297 17.80140 0.358
C 8.80434 -11.65798 22.21591 0.245
C 10.01186 -12.53461 22.16664 -0.795
O 9.88784 -13.47159 21.10168 -0.537
O 9.06851 -10.73446 23.23454 -0.102
H 7.90754 -12.24250 22.46833 0.251
H 8.64730 -11.14132 21.28114 -0.032
H 10.08130 -12.91147 23.20411 0.329
H 10.88788 -11.94286 21.94340 0.216
H 10.48122 -14.22588 21.22634 0.300
H 8.23202 -10.52209 23.66369 0.180
C 9.16492 -11.86453 27.97509 -0.870
C 8.05704 -11.33385 27.19193 0.777
O 7.19145 -10.61512 28.04938 0.068
O 9.90581 -10.95231 28.60791 -0.371
H 9.85967 -12.43454 27.31895 0.363
H 8.75494 -12.60517 28.73551 0.225
H 7.53589 -12.16619 26.68841 0.018
H 8.47443 -10.63592 26.47045 -0.129
H 6.71777 -9.93321 27.54421 -0.047
H 9.42130 -10.40339 29.23349 0.250
C 5.82923 -6.42917 31.25114 0.868
C 4.78123 -5.73221 32.03870 -0.547
O 5.40512 -4.80476 32.90546 -0.546
O 6.72424 -5.44190 30.62383 -0.459
H 5.28746 -6.97497 30.49777 -0.508
H 6.43756 -7.04468 31.95035 0.182
H 4.25671 -6.61266 32.50870 0.319
H 4.13617 -5.25770 31.29112 0.244
H 4.78604 -4.41962 33.53625 0.321
H 6.83486 -4.76529 31.28891 0.324
C 6.69940 -8.40478 24.45722 0.294
C 5.70665 -7.96629 25.48622 2.542
O 6.01033 -8.39839 26.78549 1.323
O 6.76382 -9.80353 24.26076 0.161
H 7.67804 -8.09637 24.89174 -0.356
H 6.51553 -7.90999 23.45716 -0.628
H 4.69049 -8.28344 25.33401 -1.344
H 5.79269 -6.86775 25.40816 -1.092
H 6.51033 -7.77193 27.29317 -1.087
H 6.03566 -10.05242 23.59951 -0.228
C 8.56865 -4.75025 23.45142 0.835
C 9.47515 -3.77394 24.16358 -0.397
O 10.09602 -4.42158 25.26756 -0.458
O 8.06869 -4.16070 22.31027 -0.669
H 7.75535 -5.16854 24.09309 -0.276
H 9.26249 -5.59334 23.25816 -0.259
H 8.87117 -2.86805 24.45685 0.273
H 10.26299 -3.42744 23.48208 0.345
H 10.09758 -5.37871 25.11703 0.065
H 7.65657 -4.91682 21.87513 0.342
C 8.55300 -7.72367 21.32530 1.311
C 9.68270 -7.30782 20.44958 -0.762
O 9.22332 -6.95887 19.14308 -0.499
O 7.45778 -6.79906 21.24143 0.204
H 8.95586 -7.79867 22.33588 -0.390
H 8.21294 -8.73275 21.02925 -0.789
H 10.43049 -8.11481 20.47782 0.390
H 10.11626 -6.42492 20.95779 0.321
H 9.42399 -6.06390 18.89256 0.280
H 7.28550 -6.73050 20.28253 0.105
```

Values from the calculation:
LUMO energy   0.08 eV
HOMO-LUMO gap   8.978 eV
Net charge   0